# 1
A 2-piece molecular cluster, C12H27Br2Cl2N5O3P2 overall. Source: OMol25; level of theory: ωB97M-V/def2-TZVPD.

```
53
Properties=species:S:1:pos:R:3:forces:R:3
C -4.26545 2.86390 -1.79200 0.118 0.106 0.222
C -4.97225 1.97199 -0.74895 -0.394 0.028 -0.509
C -4.88554 0.45234 -1.01001 0.148 0.088 0.531
C -3.85255 -0.32784 -0.13883 0.102 0.569 -0.839
C -2.83117 -1.10373 -0.99252 0.079 -0.435 0.342
C -1.40339 -1.30560 -0.46091 -0.690 -1.126 0.372
N -0.75165 -0.05228 -0.06109 0.078 0.589 0.266
Br -1.14496 1.46823 -1.12434 0.026 0.082 -0.313
C 0.59650 -0.08393 0.29012 1.225 0.351 -0.009
N 1.01031 0.11742 1.59393 -2.109 -1.209 -0.085
C -0.07083 0.60822 2.48685 0.216 0.180 0.354
C -0.47613 2.00529 2.12419 0.266 0.633 -0.669
O 0.08566 2.73314 1.35893 -0.365 -0.560 0.747
Cl -1.92485 2.51591 2.99620 0.138 -0.049 -0.065
P 1.88933 -1.29161 2.33228 1.451 -0.074 -0.087
N 3.10257 -0.48500 3.24108 -0.426 0.129 -0.787
O 0.90860 -1.63315 3.54717 -0.421 0.409 0.086
N 1.54441 -0.23029 -0.64074 -0.065 -0.188 0.165
C 2.98839 -0.04915 -0.36845 0.243 -0.028 -0.634
C 3.87393 -1.25543 -0.67346 0.771 0.204 0.375
C 5.33749 -0.86720 -0.41207 -0.160 0.349 -0.059
N 5.92601 -0.09466 -1.52344 -0.300 0.096 0.193
P 1.02969 -0.63336 -2.32294 -0.427 -0.048 0.285
O 1.53181 -2.17582 -2.25840 0.164 0.105 -0.275
Cl 2.58852 0.22573 -3.39503 -0.025 0.097 -0.052
H -3.44941 3.44126 -1.35422 0.085 -0.068 -0.026
H -4.95280 3.59625 -2.21740 -0.016 -0.039 -0.021
H -3.86602 2.27701 -2.61946 0.043 -0.019 -0.019
H -6.03063 2.23823 -0.80058 0.001 0.008 0.197
H -4.64334 2.21929 0.26045 0.055 -0.079 0.036
H -4.69996 0.30673 -2.07559 0.010 -0.139 -0.047
H -5.86986 0.03202 -0.80123 -0.019 -0.072 -0.119
H -3.32737 0.38894 0.49048 -0.007 -0.055 0.245
H -4.40662 -1.00487 0.49476 0.249 -0.156 0.352
H -3.19418 -2.13009 -1.10239 -0.004 0.027 -0.186
H -2.77531 -0.67581 -1.99483 0.005 0.063 -0.036
H -0.85697 -1.84727 -1.24206 0.219 0.181 -0.127
H -1.46499 -2.01011 0.45277 0.264 1.207 -0.895
H -0.92335 -0.07778 2.57982 -0.026 -0.017 -0.245
H 0.34340 0.68507 3.49828 -0.012 -0.033 -0.060
H 2.77579 0.39949 3.62669 0.174 -0.115 0.240
H 3.88744 -0.29319 2.62767 0.246 0.030 0.220
H 1.19305 -2.42934 4.00975 -0.238 -0.155 -0.009
H 3.16397 0.26488 0.64867 -0.343 0.095 0.232
H 3.31268 0.77771 -1.00449 -0.069 0.040 0.114
H 3.63131 -2.08878 -0.01736 -0.275 -0.109 -0.158
H 3.81680 -1.55790 -1.71454 -0.190 -0.178 0.073
H 5.93033 -1.76382 -0.23691 0.000 -0.056 -0.037
H 5.37302 -0.27095 0.50806 0.096 -0.116 0.123
H 6.35464 0.75089 -1.16945 0.181 -0.063 -0.051
H 5.19487 0.22533 -2.14845 0.030 -0.093 -0.097
H 1.96456 -2.43078 -3.08496 -0.047 -0.253 0.032
Br -2.31543 -2.39554 2.33896 -0.055 -0.137 0.710
```
Forces are in eV/Å.

## Properties
F_max: 2.43 eV/Å
energy: -7724.07670 Eh
spin multiplicity: 1
net charge: 0



# 2
C12H27CaCl2N3S3 as an isolated structure. Source: OMol25; level of theory: ωB97M-V/def2-TZVPD.

```
48
Properties=species:S:1:pos:R:3:forces:R:3
Ca 0.84684 -0.85960 0.13202 -0.311 0.538 0.124
C 1.53993 2.33069 2.00910 0.470 -0.583 -0.315
C 1.80134 2.81216 0.59479 1.277 0.952 -1.603
S 1.08228 1.88854 -0.86079 -1.191 0.665 0.403
C 2.28903 2.26107 -2.16007 -0.082 -0.159 -0.544
C 3.60938 1.46804 -1.96536 -0.398 -1.051 -1.247
S 3.43918 0.08861 -0.80720 0.986 -0.310 -0.066
C 4.47558 0.65097 0.57754 0.117 -0.591 -0.344
C 3.88939 0.36352 1.95351 -0.108 1.865 0.183
S 2.08731 0.58695 2.19018 -0.444 -0.833 0.591
H 0.47421 2.30464 2.29783 0.539 0.109 -0.003
H 2.15243 2.86529 2.75635 -0.589 0.225 -0.455
H 2.89929 2.78419 0.42955 -0.544 -0.141 0.116
H 1.55517 3.85863 0.32218 -0.229 -0.439 0.914
H 2.47073 3.33498 -2.11674 0.060 -0.001 0.003
H 1.80863 2.09109 -3.17173 0.398 -0.080 1.328
H 4.42802 2.07648 -1.63501 0.289 0.379 0.285
H 3.97697 0.97604 -2.90088 -0.547 0.674 0.546
H 4.89868 1.64122 0.34847 -0.565 -0.225 0.439
H 5.28843 -0.04020 0.51691 0.980 -0.120 -0.012
H 4.37825 1.02835 2.69122 -0.073 -0.580 -0.202
H 4.09565 -0.67553 2.20253 -0.317 0.029 0.294
C -3.89131 -1.97085 -1.23045 -0.801 0.421 -1.638
N -2.99760 -1.84691 -0.11514 0.163 0.530 1.298
C -2.39371 -3.11762 0.23970 2.136 0.904 -0.305
C -2.57627 -0.65970 0.43296 -1.360 -0.473 -0.636
N -1.35345 -0.53450 0.91437 -0.089 0.339 0.175
N -3.49638 0.36839 0.46445 2.284 -0.782 -0.550
C -4.86514 0.15940 0.79135 -0.773 -1.391 0.288
C -3.03062 1.74327 0.48134 1.897 0.078 0.458
H -3.29719 -2.08230 -2.16082 -0.153 -0.017 0.281
H -4.52109 -1.06249 -1.40802 0.438 -0.981 0.426
H -4.50047 -2.90676 -1.17184 0.229 1.001 0.245
H -3.14595 -3.87473 0.15162 -0.189 -0.550 0.131
H -1.91536 -3.08960 1.24176 -0.575 -0.007 -0.581
H -1.56373 -3.30398 -0.50904 -0.752 -0.322 0.643
H -1.44352 0.25133 1.56493 0.563 -0.186 -0.055
H -5.06383 -0.92369 0.98743 0.225 0.957 -0.057
H -5.49719 0.45318 -0.02692 -0.536 0.325 -0.254
H -5.09242 0.72753 1.68562 -0.306 0.116 0.158
H -3.09719 2.14078 1.51287 -0.283 0.229 -0.569
H -3.55278 2.33932 -0.25811 -0.380 0.180 0.198
H -1.92431 1.81685 0.20199 -1.506 -0.322 0.214
Cl 1.40926 -3.63482 0.23270 0.098 -0.473 -0.201
C 1.16807 -3.89891 -1.51608 -1.075 1.958 0.340
Cl 0.78318 -2.20347 -2.26725 0.096 -1.473 0.016
H 0.29946 -4.52996 -1.67214 0.120 0.055 -0.075
H 2.07280 -4.19585 -1.97172 0.814 -0.439 -0.388
```
Forces are in eV/Å.

## Properties
F_max: 2.48 eV/Å
energy: -3429.79181 Eh
spin multiplicity: 1
net charge: +2



# 3
A 4-piece molecular cluster, C12H27ClNO6 overall. Source: OMol25; level of theory: ωB97M-V/def2-TZVPD.

```
47
Properties=species:S:1:pos:R:3:forces:R:3
O -0.91453 -1.46181 0.14995 -0.049 0.192 0.109
C -0.65732 -1.57066 -1.03218 0.232 -0.278 0.552
O -1.48426 -1.03758 -1.95171 0.659 0.056 -0.124
C 0.57000 -2.29745 -1.51458 -0.402 -0.246 -1.086
C 0.64866 -2.51615 -3.03223 0.177 0.209 0.061
C 0.94250 -1.22031 -3.83265 0.290 -0.382 -0.450
N 2.36866 -1.08454 -4.05964 -0.070 0.187 0.752
C 2.86504 0.19756 -3.71331 -0.106 -0.109 -0.651
C 2.75395 0.51209 -2.19992 0.608 -0.399 -0.239
O 3.33226 0.00914 -1.30339 -0.222 0.134 0.138
Cl 1.45094 1.79875 -1.76940 -0.156 0.031 0.061
H -1.93220 -0.31421 -1.49578 -0.406 -0.091 0.091
H 0.61332 -3.25539 -0.99425 -0.074 0.072 0.237
H 1.44506 -1.72530 -1.20410 -0.020 0.135 0.133
H 1.51190 -3.15688 -3.21826 0.008 -0.022 -0.053
H -0.22689 -3.05686 -3.41043 -0.159 0.165 0.172
H 0.38824 -1.32945 -4.78874 -0.015 0.100 -0.007
H 0.48958 -0.35391 -3.33531 -0.116 -0.046 0.060
H 2.44734 1.06026 -4.27716 -0.137 0.091 0.276
H 3.94764 0.20625 -3.89351 0.030 0.044 0.096
C -2.49218 4.18922 -0.08585 -0.019 -0.010 0.072
C -1.73473 4.06521 -1.39664 0.131 -0.149 0.183
O -0.35904 4.37222 -1.24265 -0.159 0.247 0.032
H -2.39344 5.19973 0.31427 -0.026 0.022 -0.038
H -3.55353 3.96712 -0.22136 -0.002 0.003 -0.014
H -2.08501 3.49895 0.65662 -0.003 -0.011 -0.061
H -2.12802 4.76473 -2.13471 0.044 0.008 -0.043
H -1.83836 3.05164 -1.80218 -0.088 0.013 -0.044
H 0.00818 3.74683 -0.60803 0.069 -0.065 -0.020
C -0.38175 0.92586 3.91954 -0.031 0.129 0.050
C -1.02128 1.12515 2.55794 0.287 -0.105 -0.035
O -0.30054 2.08296 1.78004 -0.131 0.196 0.049
H -0.33391 1.87419 4.45925 -0.032 -0.001 -0.003
H -0.94512 0.20542 4.51359 0.020 -0.045 -0.047
H 0.64152 0.55785 3.81111 -0.028 -0.075 -0.014
H -2.03519 1.51121 2.66553 0.004 0.072 -0.049
H -1.07157 0.18104 2.01600 -0.090 -0.017 0.056
H 0.59265 1.74883 1.65106 0.009 -0.064 -0.143
C 0.99570 -2.91526 3.49846 0.018 0.017 0.006
C -0.49057 -3.22544 3.54118 0.002 0.151 -0.241
O -1.25728 -2.21407 2.90735 0.061 -0.190 0.276
H 1.19564 -1.95747 3.98031 -0.010 -0.013 0.037
H 1.57584 -3.69053 4.00399 0.004 -0.002 -0.015
H 1.34274 -2.84175 2.46567 0.001 -0.043 -0.001
H -0.83791 -3.28217 4.57379 -0.044 -0.006 0.002
H -0.68959 -4.19273 3.06393 0.037 -0.068 0.091
H -0.96315 -2.15225 1.98837 -0.101 0.163 -0.213
```
Forces are in eV/Å.

## Properties
F_max: 1.18 eV/Å
energy: -1439.81225 Eh
spin multiplicity: 1
net charge: -1



Record-wise lowest unoccupied orbital energy values, in eV: -1.36; -5.98; 2.86
Record-wise relative energy (zero: lowest compared OMol25 entry of this formula, charge and spin) values, in kJ/mol: 0.00; 51.27; 0.00
Record-wise highest occupied orbital energy values, in eV: -7.132; -14.462; -2.592